Density functional theory data (ωB97M-V/def2-TZVPD) for a 4-piece molecular cluster, C2H14N2O3 overall.

Element x y z (Å)
N (-0.707, 1.544, 0.966)
C (-0.480, 1.668, -0.496)
C (0.332, 0.336, -0.929)
N (0.266, 0.463, -2.404)
H (-1.420, 0.878, 1.182)
H (-1.030, 2.461, 1.332)
H (0.130, 2.606, -0.747)
H (-1.361, 1.699, -1.114)
H (1.407, 0.404, -0.624)
H (-0.051, -0.556, -0.411)
H (1.239, 0.472, -2.617)
H (-0.415, -0.121, -2.832)
O (-1.723, -1.918, -0.664)
H (-2.058, -1.617, 0.190)
H (-2.521, -2.018, -1.230)
O (1.372, -2.889, 1.284)
H (0.886, -2.345, 0.631)
H (1.050, -3.751, 0.959)
O (1.877, 0.633, 2.688)
H (2.218, 1.512, 2.514)
H (0.989, 0.539, 2.321)

Properties
HOMO level = -0.33113 Ha
2S+1 = 1
relative energy (zero: lowest compared OMol25 entry of this formula, charge and spin) = 170.1 kJ/mol
lowest unoccupied orbital energy = 0.25 eV
DFT total energy = -419.7751 hartree
orbital gap = 9.26 eV

Here are the Mulliken charges for atoms 1 to 8, given in e: N -0.473; C -0.560; C 0.362; N -0.543; H 0.171; H 0.221; H 0.292; H 0.260